No. 1
This record from the Open Molecules 2025 dataset describes a cluster of 7 separate species, C44H74F13N10O3PS3 in total in a non-equilibrium geometry. The level of theory is the ωB97M-V functional and the def2-TZVPD basis.

For the LUMO energy, the calculation gives 0.12 eV. Its total energy is -5328.36420 hartree. The value obtained for the largest force on an atom is 0.0552 Eh/bohr. The SMILES is [H]/N=C(\N)NCCCC[C@]1(P(O)(O)=S)C(=O)N[C@H](S)[C@]1(CCC(F)(F)C(F)(F)C(F)(F)C(F)(F)S(F)(F)(F)(F)F)[C@H](C)CCC.CCCC#N.CCCC#N.CCCC#N.CCCC#N.CCCC#N.CCCC#N. The calculation puts the HOMO energy at -8.7 eV. As for the gap between HOMO and LUMO: 0.3223 hartree.

Each line ends with the Löwdin charge.
Cartesian coordinates (Å):
H -2.240 -7.167 -5.909  0.06
N -2.672 -6.722 -5.102  0.16
C -2.024 -7.044 -4.084  -0.52
N -0.851 -7.886 -4.215  0.08
N -2.318 -6.616 -2.759  0.01
C -3.757 -6.477 -2.495  -0.22
C -4.042 -5.447 -1.372  -0.18
C -4.799 -4.178 -1.861  -0.17
C -4.171 -2.826 -1.380  -0.18
C -3.451 -2.006 -2.466  -0.29
P -4.876 -1.139 -3.345  0.33
O -4.319 -0.457 -4.703  -0.18
O -5.958 -2.224 -3.902  -0.20
S -5.877 0.078 -2.206  0.36
C -2.859 -2.828 -3.677  -0.46
O -3.439 -3.311 -4.579  0.13
N -1.434 -2.866 -3.620  0.05
C -1.104 -2.207 -2.365  -0.55
S -0.919 -3.658 -1.243  0.86
C -2.213 -1.094 -2.068  -0.27
C -1.778 -0.045 -3.139  -0.10
C -2.493 1.315 -3.078  -0.07
C -2.228 2.200 -4.309  -0.44
F -2.467 1.552 -5.446  0.15
F -3.171 3.168 -4.233  0.12
C -0.860 2.961 -4.310  -0.35
F -1.112 4.213 -4.739  0.14
F -0.345 3.101 -3.100  0.17
C 0.185 2.412 -5.350  -0.41
F 0.206 1.089 -5.178  0.16
F -0.262 2.751 -6.528  0.20
C 1.612 2.950 -5.050  -0.49
F 2.082 2.266 -4.039  0.15
F 1.608 4.190 -4.664  0.18
S 2.860 2.804 -6.465  0.79
F 2.068 3.867 -7.319  -0.11
F 3.714 4.005 -5.842  -0.14
F 3.777 1.810 -5.626  -0.13
F 2.105 1.580 -7.104  -0.11
F 3.921 2.721 -7.634  -0.12
C -2.001 -0.738 -0.582  -0.29
C -2.868 0.458 -0.077  -0.06
C -0.550 -0.461 -0.125  -0.20
C 0.154 0.804 -0.690  -0.21
C 1.464 0.446 -1.454  -0.10
H -1.109 -8.863 -4.131  0.07
H -0.230 -7.632 -3.453  0.05
H -1.827 -5.733 -2.627  0.05
H -4.112 -7.453 -2.153  0.08
H -4.357 -6.221 -3.374  0.10
H -3.137 -5.225 -0.807  0.06
H -4.696 -5.977 -0.672  0.10
H -4.917 -4.253 -2.942  0.08
H -5.806 -4.244 -1.440  0.11
H -4.985 -2.266 -0.914  0.08
H -3.530 -3.111 -0.548  0.08
H -5.078 -0.341 -5.295  0.10
H -6.689 -2.186 -3.266  0.06
H -0.976 -2.405 -4.395  0.14
H -0.097 -1.792 -2.391  0.09
H -0.726 -3.197 0.014  -0.10
H -1.943 -0.428 -4.150  0.11
H -0.697 0.091 -3.076  0.09
H -3.579 1.218 -3.069  0.06
H -2.264 1.917 -2.199  0.11
H -2.332 -1.562 0.051  0.11
H -3.635 0.752 -0.794  0.02
H -2.269 1.347 0.146  0.07
H -3.366 0.187 0.853  0.06
H 0.141 -1.294 -0.241  0.04
H -0.615 -0.311 0.957  0.11
H -0.467 1.449 -1.306  0.07
H 0.488 1.417 0.153  0.10
H 1.863 -0.528 -1.162  0.06
H 1.323 0.426 -2.540  0.05
H 2.220 1.214 -1.262  0.06
C 4.025 0.666 3.838  -0.14
C 4.817 0.119 2.656  -0.28
C 4.015 0.130 1.354  -0.18
C 2.809 -0.704 1.478  -0.22
N 1.873 -1.349 1.568  0.19
H 3.147 0.052 4.045  0.06
H 4.641 0.669 4.739  0.07
H 3.694 1.686 3.653  0.04
H 5.140 -0.901 2.884  0.11
H 5.714 0.713 2.523  0.06
H 4.617 -0.253 0.529  0.12
H 3.711 1.149 1.108  0.10
C 3.806 4.228 7.589  -0.12
C 2.709 3.556 8.409  -0.26
C 2.438 2.114 7.972  -0.17
C 2.000 2.076 6.568  -0.21
N 1.665 2.048 5.477  0.18
H 3.528 4.303 6.536  0.05
H 3.986 5.241 7.952  0.08
H 4.743 3.672 7.657  0.08
H 1.791 4.142 8.328  0.09
H 2.998 3.557 9.462  0.11
H 1.659 1.670 8.592  0.12
H 3.339 1.507 8.075  0.12
C 7.566 4.423 -0.186  -0.11
C 6.312 3.700 -0.663  -0.26
C 5.127 3.868 0.293  -0.17
C 5.452 3.318 1.621  -0.20
N 5.706 2.892 2.649  0.19
H 7.920 4.025 0.767  0.07
H 8.373 4.302 -0.909  0.07
H 7.380 5.492 -0.062  0.08
H 6.536 2.638 -0.786  0.11
H 6.029 4.084 -1.645  0.11
H 4.251 3.347 -0.096  0.11
H 4.870 4.922 0.404  0.12
C -0.423 -10.930 -1.335  -0.11
C 0.022 -9.606 -0.724  -0.26
C -0.809 -9.202 0.496  -0.18
C -2.223 -9.041 0.123  -0.22
N -3.314 -8.910 -0.180  0.17
H -1.449 -10.876 -1.703  0.07
H 0.213 -11.192 -2.182  0.07
H -0.364 -11.740 -0.604  0.08
H -0.041 -8.824 -1.483  0.08
H 1.070 -9.683 -0.428  0.11
H -0.446 -8.258 0.903  0.12
H -0.736 -9.958 1.279  0.12
C -0.916 3.139 2.885  -0.11
C -1.844 4.262 2.426  -0.26
C -3.236 4.187 3.063  -0.20
C -3.888 2.920 2.701  -0.22
N -4.369 1.922 2.429  0.16
H -1.301 2.159 2.594  0.06
H 0.070 3.249 2.430  0.07
H -0.791 3.149 3.968  0.04
H -1.935 4.225 1.337  0.10
H -1.392 5.225 2.678  0.10
H -3.855 5.015 2.713  0.12
H -3.163 4.254 4.148  0.05
C 1.457 5.917 6.229  -0.12
C 0.532 7.042 5.776  -0.25
C -0.860 6.964 6.412  -0.17
C -1.521 5.702 6.047  -0.18
N -2.026 4.718 5.767  0.18
H 1.073 4.937 5.934  0.07
H 2.442 6.029 5.775  0.08
H 1.580 5.925 7.314  0.07
H 0.440 7.012 4.688  0.11
H 0.983 8.002 6.033  0.11
H -1.479 7.794 6.070  0.12
H -0.789 7.023 7.499  0.12

No. 2
This record from the Open Molecules 2025 dataset describes a cluster of 15 separate species, C44H77FN19O in total in a non-equilibrium geometry. The level of theory is the ωB97M-V functional and the def2-TZVPD basis.

As for the charge: +1. For the LUMO energy, the calculation gives -2.55 eV. Its total energy is -2937.87290 hartree. The value obtained for the largest force on an atom is 0.0245 Eh/bohr. The calculation puts the HOMO energy at -11.1 eV. As for the gap between HOMO and LUMO: 0.3155 hartree.

Each line ends with the Löwdin charge.
Cartesian coordinates (Å):
N -2.964 3.526 1.107  0.14
C -2.172 2.552 0.922  -0.56
N -2.352 1.283 1.467  0.15
N -1.014 2.812 0.120  0.02
C -0.792 1.895 -1.004  -0.23
C -2.065 1.562 -1.798  -0.16
C -1.823 1.580 -3.324  -0.17
C -1.805 0.203 -4.009  -0.11
C -0.478 -0.068 -4.733  -0.27
O -0.513 -1.280 -5.469  -0.07
C -0.073 -2.468 -4.816  -0.26
C 1.123 -3.062 -5.612  -0.09
C 2.332 -3.471 -4.796  -0.22
F 3.275 -4.022 -5.634  -0.02
C 0.129 -2.306 -3.320  -0.04
N 0.913 -1.086 -2.925  0.15
C 0.776 0.079 -3.873  -0.20
C 2.034 0.199 -4.732  -0.12
C 3.268 0.643 -3.919  -0.18
C 4.575 0.281 -4.628  -0.19
C 5.729 0.082 -3.631  -0.20
C 6.889 -0.729 -4.233  -0.29
N 7.429 -1.631 -3.209  -0.01
H -3.717 3.252 1.737  0.05
H -3.335 1.057 1.552  0.04
H -1.872 0.553 0.960  0.07
H -0.224 2.694 0.753  0.06
H -0.282 0.961 -0.713  0.09
H -0.109 2.409 -1.679  0.08
H -2.396 0.569 -1.493  0.10
H -2.878 2.244 -1.570  0.11
H -0.931 2.159 -3.545  0.06
H -2.648 2.139 -3.758  0.11
H -2.556 0.189 -4.795  0.13
H -2.080 -0.602 -3.328  0.10
H -0.403 0.723 -5.476  0.17
H -0.883 -3.189 -4.915  0.16
H 0.804 -3.949 -6.151  0.13
H 1.439 -2.329 -6.350  0.12
H 2.818 -2.638 -4.277  0.10
H 2.095 -4.234 -4.053  0.13
H -0.844 -2.208 -2.852  0.13
H 0.589 -3.174 -2.862  0.14
H 0.549 -0.778 -2.022  0.17
H 1.892 -1.313 -2.750  0.16
H 0.722 0.992 -3.289  0.11
H 2.278 -0.750 -5.204  0.09
H 1.823 0.913 -5.522  0.14
H 3.179 1.719 -3.798  0.09
H 3.225 0.203 -2.917  0.10
H 4.446 -0.645 -5.187  0.10
H 4.856 1.061 -5.333  0.12
H 5.356 -0.464 -2.764  0.10
H 6.102 1.037 -3.271  0.11
H 7.685 -0.053 -4.535  0.11
H 6.551 -1.266 -5.124  0.10
H 8.166 -2.196 -3.609  0.07
H 6.694 -2.232 -2.863  0.06
C -4.285 -2.568 2.701  -0.08
C -4.763 -1.293 2.177  -0.26
N -5.141 -0.287 1.765  0.13
H -3.301 -2.445 3.147  0.06
H -4.974 -2.936 3.458  0.08
H -4.220 -3.297 1.897  0.09
C -3.580 -4.813 6.465  -0.07
C -2.912 -4.745 5.170  -0.27
N -2.376 -4.709 4.152  0.13
H -3.709 -5.856 6.751  0.09
H -2.982 -4.300 7.223  0.03
H -4.557 -4.337 6.403  0.08
C 1.869 3.714 2.421  -0.07
C 1.668 2.311 2.073  -0.27
N 1.514 1.201 1.812  0.14
H 1.199 4.341 1.835  0.07
H 1.665 3.866 3.478  0.09
H 2.898 4.004 2.221  0.08
C -1.008 -2.186 -8.559  -0.08
C -0.079 -1.962 -9.663  -0.28
N 0.649 -1.778 -10.534  0.12
H -1.176 -3.253 -8.427  0.09
H -0.593 -1.771 -7.644  0.05
H -1.960 -1.705 -8.763  0.02
C 3.442 -1.210 3.744  -0.07
C 4.320 -1.531 4.867  -0.27
N 5.009 -1.789 5.750  0.14
H 3.376 -2.060 3.069  0.08
H 2.447 -0.968 4.109  0.08
H 3.838 -0.353 3.203  0.07
C 1.367 7.702 2.386  -0.07
C 2.307 6.951 3.209  -0.28
N 3.039 6.358 3.866  0.13
H 0.565 8.093 3.009  0.09
H 1.871 8.528 1.890  0.08
H 0.946 7.049 1.627  0.04
C 2.708 5.581 -3.449  -0.04
C 1.847 4.412 -3.583  -0.23
N 1.166 3.491 -3.692  0.17
H 3.470 5.391 -2.696  0.09
H 3.189 5.792 -4.402  0.09
H 2.113 6.441 -3.148  0.08
C -4.155 -3.322 11.011  -0.06
C -3.293 -3.147 9.848  -0.25
N -2.615 -3.006 8.930  0.13
H -3.556 -3.282 11.919  0.04
H -4.897 -2.525 11.040  0.09
H -4.666 -4.281 10.956  0.09
C -1.314 -0.465 12.760  -0.06
C -1.604 -1.803 13.267  -0.28
N -1.823 -2.855 13.668  0.14
H -1.087 -0.517 11.697  0.08
H -2.175 0.182 12.913  0.08
H -0.458 -0.052 13.289  0.08
C 3.878 -4.701 6.747  -0.08
C 2.754 -5.576 7.061  -0.28
N 1.845 -6.257 7.244  0.12
H 4.678 -4.841 7.471  0.09
H 4.256 -4.926 5.752  0.08
H 3.555 -3.664 6.775  0.05
C 1.200 -6.990 3.636  -0.06
C 1.415 -5.882 2.710  -0.29
N 1.600 -4.997 1.999  0.10
H 1.679 -6.757 4.586  0.05
H 0.135 -7.131 3.805  0.08
H 1.625 -7.905 3.230  0.08
C -1.493 6.492 -0.543  -0.07
C -0.369 7.408 -0.700  -0.28
N 0.534 8.114 -0.795  0.13
H -1.142 5.523 -0.189  0.05
H -2.205 6.894 0.177  0.04
H -1.993 6.358 -1.500  0.08
C -5.523 -0.997 -9.985  -0.05
C -4.654 -1.532 -8.943  -0.25
N -3.970 -1.962 -8.123  0.13
H -5.398 -1.574 -10.899  0.09
H -6.560 -1.055 -9.663  0.09
H -5.266 0.042 -10.180  0.09
C -6.104 6.105 1.847  -0.06
C -4.979 7.020 1.690  -0.27
N -4.093 7.742 1.567  0.13
H -5.745 5.140 2.200  0.07
H -6.811 6.510 2.568  0.08
H -6.605 5.971 0.891  0.08

No. 3
This record from the Open Molecules 2025 dataset describes a cluster of 11 separate species, C44H77N11 in total in a non-equilibrium geometry. The level of theory is the ωB97M-V functional and the def2-TZVPD basis.

For the LUMO energy, the calculation gives -0.09 eV. Its total energy is -2325.00539 hartree. The value obtained for the largest force on an atom is 0.0262 Eh/bohr. The SMILES is CCCC#N.CCCC#N.CCCC#N.CCCC#N.CCCC#N.CCCC#N.CCCC#N.CCCC#N.CCCC#N.CCCC#N.CCCC#N. The calculation puts the HOMO energy at -11.0 eV. As for the gap between HOMO and LUMO: 0.4015 hartree.

Each line ends with the Löwdin charge.
Cartesian coordinates (Å):
C 2.573 1.280 7.011  -0.11
C 1.811 2.421 6.343  -0.25
C 1.669 2.251 4.838  -0.19
C 1.154 0.933 4.434  -0.23
N 0.764 -0.105 4.131  0.19
H 3.655 1.296 6.859  0.07
H 2.177 0.306 6.720  0.07
H 2.513 1.307 8.103  0.07
H 2.344 3.343 6.589  0.11
H 0.830 2.577 6.794  0.11
H 2.607 2.347 4.292  0.09
H 0.900 2.910 4.425  0.12
C -2.225 -3.632 -2.083  -0.10
C -2.902 -3.207 -3.383  -0.23
C -2.745 -1.696 -3.643  -0.19
C -3.608 -1.241 -4.730  -0.24
N -4.283 -0.906 -5.596  0.15
H -2.719 -3.261 -1.185  0.04
H -1.234 -3.169 -2.071  0.05
H -2.111 -4.714 -2.054  0.07
H -3.953 -3.488 -3.436  0.10
H -2.387 -3.714 -4.203  0.11
H -1.719 -1.439 -3.909  0.09
H -3.023 -1.139 -2.744  0.12
C -1.559 3.733 -0.554  -0.11
C -2.209 4.887 0.206  -0.26
C -2.480 6.125 -0.648  -0.20
C -3.389 5.875 -1.761  -0.24
N -4.124 5.720 -2.629  0.15
H -0.761 4.110 -1.201  0.07
H -2.266 3.226 -1.213  0.08
H -1.130 2.980 0.106  0.06
H -1.568 5.194 1.040  0.10
H -3.101 4.545 0.735  0.11
H -1.550 6.498 -1.083  0.11
H -2.901 6.895 -0.001  0.12
C 2.555 4.918 -1.090  -0.10
C 2.297 5.738 0.182  -0.23
C 3.005 5.071 1.377  -0.18
C 2.683 3.658 1.549  -0.21
N 2.439 2.547 1.701  0.19
H 3.637 4.821 -1.201  0.06
H 2.108 5.297 -2.005  0.08
H 2.158 3.912 -0.928  0.06
H 1.224 5.853 0.347  0.10
H 2.701 6.743 0.068  0.11
H 2.725 5.570 2.306  0.12
H 4.076 5.174 1.202  0.10
C 4.152 -0.233 -2.400  -0.10
C 4.721 0.598 -1.269  -0.27
C 5.449 1.847 -1.759  -0.18
C 5.725 2.871 -0.743  -0.22
N 5.914 3.703 0.023  0.16
H 3.603 -1.109 -2.061  0.07
H 4.907 -0.605 -3.098  0.08
H 3.489 0.380 -3.019  0.08
H 5.406 0.012 -0.646  0.10
H 3.946 0.838 -0.534  0.08
H 4.893 2.330 -2.564  0.12
H 6.439 1.567 -2.130  0.13
C 1.260 -3.686 -0.275  -0.11
C 0.873 -4.097 1.150  -0.24
C -0.509 -4.752 1.175  -0.19
C -0.656 -5.838 0.190  -0.24
N -0.773 -6.682 -0.578  0.14
H 2.151 -3.051 -0.319  0.06
H 0.477 -3.007 -0.632  0.03
H 1.410 -4.518 -0.959  0.08
H 0.799 -3.170 1.725  0.09
H 1.611 -4.730 1.636  0.10
H -1.333 -4.070 0.945  0.09
H -0.726 -5.137 2.172  0.10
C -4.714 -0.639 4.657  -0.11
C -3.502 -0.337 3.761  -0.26
C -2.237 -1.108 4.125  -0.21
C -2.411 -2.552 3.971  -0.22
N -2.535 -3.681 3.787  0.16
H -4.543 -0.204 5.646  0.07
H -4.866 -1.713 4.775  0.07
H -5.627 -0.212 4.247  0.06
H -3.317 0.738 3.803  0.11
H -3.827 -0.552 2.742  0.07
H -1.876 -0.854 5.118  0.11
H -1.506 -0.835 3.366  0.06
C 5.734 -0.472 4.217  -0.09
C 4.462 -0.045 3.485  -0.26
C 4.117 -0.929 2.289  -0.19
C 3.980 -2.370 2.527  -0.22
N 3.922 -3.495 2.730  0.16
H 5.557 -1.414 4.740  0.08
H 5.945 0.265 4.995  0.07
H 6.611 -0.573 3.582  0.08
H 4.606 0.955 3.072  0.10
H 3.603 -0.026 4.155  0.08
H 4.893 -0.797 1.527  0.10
H 3.213 -0.571 1.787  0.09
C -6.220 -4.227 -0.653  -0.10
C -5.303 -4.110 0.562  -0.24
C -4.821 -2.653 0.735  -0.22
C -5.835 -1.789 1.305  -0.24
N -6.648 -1.104 1.739  0.16
H -7.174 -3.725 -0.491  0.08
H -6.424 -5.282 -0.844  0.07
H -5.770 -3.806 -1.555  0.06
H -4.443 -4.772 0.478  0.10
H -5.868 -4.379 1.456  0.11
H -4.540 -2.286 -0.253  0.09
H -3.977 -2.560 1.419  0.06
C 0.482 -0.603 -1.986  -0.10
C 0.741 0.307 -0.792  -0.22
C 0.481 -0.356 0.552  -0.18
C -0.869 -0.903 0.635  -0.19
N -1.930 -1.346 0.687  0.22
H 0.725 -0.101 -2.924  0.06
H -0.544 -0.962 -2.030  0.04
H 1.139 -1.479 -2.000  0.06
H 0.096 1.185 -0.892  0.10
H 1.746 0.709 -0.922  0.08
H 0.609 0.295 1.423  0.08
H 1.203 -1.156 0.748  0.09
C -0.438 0.712 -9.380  -0.11
C -1.566 -0.066 -8.719  -0.25
C -1.073 -1.033 -7.637  -0.19
C -0.392 -0.377 -6.524  -0.23
N 0.101 0.140 -5.623  0.15
H 0.198 0.078 -10.003  0.07
H 0.227 1.169 -8.641  0.07
H -0.811 1.518 -10.010  0.07
H -2.031 -0.688 -9.486  0.11
H -2.310 0.598 -8.282  0.11
H -0.422 -1.792 -8.075  0.12
H -1.911 -1.551 -7.161  0.10

- Number 2 is which compound?
  C44H77FN19O